{"formula": "C26H45ClNPSSc", "method": "ωB97M-V with the def2-TZVPD basis set", "charge": -1, "gap_ha": [0.084, 0.086], "energy_ev": -82529.188, "largest_force_ev_per_a": 5.532, "elements": ["Sc", "P", "Cl", "C", "H", "H", "C", "C", "C", "H", "C", "H", "H", "C", "H", "H", "C", "H", "H", "C", "H", "H", "H", "H", "C", "C", "H", "C", "H", "H", "C", "H", "H", "C", "H", "H", "C", "H", "H", "H", "H", "C", "H", "C", "H", "H", "C", "H", "H", "C", "H", "H", "C", "H", "H", "H", "H", "C", "C", "H", "C", "H", "C", "H", "H", "C", "H", "H", "C", "H", "H", "H", "H", "S", "C", "N"], "xyz": [[0.86, -2.84, -0.45], [-0.32, -0.04, -0.68], [0.37, -3.73, -2.49], [1.35, -0.14, -0.21], [1.54, -0.35, 0.85], [2.08, 0.40, -0.79], [-1.24, -1.49, 0.03], [-0.42, -0.11, -2.52], [-2.76, -1.25, 0.15], [-1.12, -2.30, -0.77], [-3.44, -2.58, 0.44], [-2.96, -0.53, 0.96], [-3.17, -0.81, -0.77], [-2.88, -3.28, 1.69], [-4.52, -2.41, 0.57], [-3.32, -3.25, -0.43], [-1.34, -3.38, 1.68], [-3.20, -2.72, 2.58], [-3.32, -4.28, 1.78], [-0.68, -2.03, 1.37], [-0.99, -3.74, 2.65], [-1.03, -4.14, 0.93], [-0.89, -1.28, 2.16], [0.46, -2.13, 1.44], [-0.91, 1.53, 0.05], [0.16, 1.17, -3.13], [0.23, -0.97, -2.80], [0.16, 1.14, -4.67], [-0.42, 2.04, -2.80], [1.19, 1.34, -2.78], [-1.20, 0.76, -5.27], [0.47, 2.11, -5.05], [0.91, 0.41, -5.01], [-1.81, -0.49, -4.60], [-1.89, 1.60, -5.15], [-1.10, 0.58, -6.35], [-1.82, -0.43, -3.07], [-2.83, -0.64, -4.97], [-1.22, -1.37, -4.91], [-2.54, 0.34, -2.74], [-2.19, -1.39, -2.69], [-0.95, 1.43, 1.58], [-0.11, 2.23, -0.24], [-1.23, 2.81, 2.19], [-1.74, 0.73, 1.89], [-0.01, 1.04, 1.98], [-2.49, 3.47, 1.61], [-1.33, 2.70, 3.28], [-0.36, 3.46, 2.00], [-2.52, 3.46, 0.08], [-3.38, 2.95, 2.00], [-2.56, 4.51, 1.97], [-2.23, 2.07, -0.51], [-3.50, 3.80, -0.28], [-1.76, 4.16, -0.29], [-3.05, 1.38, -0.27], [-2.20, 2.14, -1.61], [2.41, 0.33, 2.83], [2.70, 1.23, 1.80], [1.39, 0.20, 3.22], [4.10, 1.63, 1.48], [1.91, 1.81, 1.32], [5.13, 0.52, 1.80], [4.16, 1.92, 0.42], [4.38, 2.52, 2.06], [4.88, -0.12, 3.16], [5.08, -0.25, 1.01], [6.14, 0.94, 1.78], [3.43, -0.63, 3.35], [5.58, -0.96, 3.30], [5.11, 0.61, 3.96], [3.34, -1.61, 2.86], [3.25, -0.82, 4.42], [5.49, -2.95, 0.88], [3.96, -3.00, 0.52], [2.78, -3.06, 0.22]], "lowdin_charge": [0.041, 0.939, -0.066, -0.289, -0.020, 0.015, -0.413, -0.374, -0.202, 0.060, -0.201, 0.103, 0.091, -0.201, 0.106, 0.118, -0.208, 0.111, 0.104, -0.258, 0.105, 0.082, 0.119, 0.065, -0.380, -0.195, 0.079, -0.197, 0.102, 0.110, -0.207, 0.106, 0.118, -0.195, 0.107, 0.105, -0.205, 0.107, 0.117, 0.099, 0.102, -0.200, 0.128, -0.187, 0.100, 0.075, -0.204, 0.112, 0.115, -0.200, 0.110, 0.105, -0.204, 0.106, 0.113, 0.102, 0.090, -0.118, -0.136, 0.087, -0.202, 0.074, -0.218, 0.102, 0.108, -0.214, 0.062, 0.103, -0.202, 0.084, 0.104, 0.094, 0.103, 0.506, -0.983, -0.117]}

=====

{"formula": "C26H45MnN5OS2Si4Te", "method": "ωB97M-V with the def2-TZVPD basis set", "charge": 2, "gap_ha": [0.213, 0.228], "de_lowest_kj_mol": 48.7, "multiplicity": 4, "energy_ev": -128975.716, "largest_force_ev_per_a": 0.488, "elements": ["Mn", "N", "C", "C", "C", "C", "C", "C", "S", "N", "C", "C", "C", "C", "C", "C", "N", "H", "H", "H", "H", "H", "H", "H", "H", "H", "C", "Si", "C", "C", "Si", "Te", "Si", "C", "C", "C", "Si", "C", "C", "C", "H", "H", "H", "H", "H", "H", "H", "H", "H", "H", "H", "H", "H", "H", "H", "H", "H", "H", "H", "H", "H", "H", "H", "H", "H", "H", "H", "C", "C", "O", "H", "H", "H", "S", "C", "N", "C", "C", "N", "H", "H", "H", "H", "H", "H"], "xyz": [[-1.05, 1.72, -0.72], [-1.41, 5.67, 0.48], [-0.12, 6.24, 0.66], [0.07, 7.60, 0.51], [1.35, 8.13, 0.64], [2.43, 7.30, 0.88], [2.24, 5.93, 1.01], [0.96, 5.41, 0.92], [0.61, 3.71, 1.26], [-0.70, 3.47, 0.16], [-1.58, 4.43, 0.02], [-2.80, 4.06, -0.74], [-3.86, 4.90, -1.00], [-4.93, 4.42, -1.75], [-4.89, 3.12, -2.22], [-3.79, 2.33, -1.92], [-2.78, 2.79, -1.18], [-2.16, 6.33, 0.34], [-0.77, 8.25, 0.29], [1.50, 9.20, 0.54], [3.42, 7.71, 0.97], [3.08, 5.27, 1.19], [-3.88, 5.92, -0.65], [-5.77, 5.06, -1.96], [-5.70, 2.71, -2.81], [-3.70, 1.31, -2.26], [-2.94, -3.99, 1.83], [-1.10, -4.38, 1.82], [-0.84, -6.15, 1.24], [-0.37, -4.14, 3.53], [0.01, -2.94, 0.31], [-0.57, -0.64, 1.40], [-0.62, -3.30, -1.94], [-0.10, -2.00, -3.18], [0.30, -4.90, -2.30], [-2.48, -3.56, -2.00], [2.34, -2.95, 0.64], [2.88, -4.74, 0.87], [3.23, -2.17, -0.82], [2.76, -1.98, 2.21], [-3.42, -4.46, 2.69], [-3.43, -4.34, 0.92], [-3.13, -2.91, 1.90], [-1.19, -6.83, 2.01], [0.21, -6.37, 1.04], [-1.39, -6.36, 0.32], [-0.86, -4.83, 4.22], [-0.50, -3.13, 3.91], [0.70, -4.37, 3.54], [0.98, -1.84, -3.19], [-0.59, -1.04, -3.01], [-0.39, -2.35, -4.18], [1.38, -4.75, -2.31], [0.01, -5.26, -3.30], [0.07, -5.70, -1.59], [-3.02, -2.69, -1.62], [-2.78, -4.44, -1.41], [-2.80, -3.73, -3.03], [2.58, -5.37, 0.02], [2.46, -5.17, 1.77], [3.97, -4.79, 0.95], [3.25, -2.85, -1.68], [4.27, -1.95, -0.56], [2.75, -1.25, -1.14], [2.22, -2.34, 3.08], [2.57, -0.91, 2.11], [3.83, -2.09, 2.43], [-3.47, 0.23, 0.64], [-2.08, 0.06, 0.08], [-1.91, 0.12, -1.20], [-4.21, -0.02, -0.12], [-3.64, 1.27, 0.96], [-3.62, -0.39, 1.52], [1.03, 1.25, -1.77], [2.44, 1.34, -0.80], [2.58, 1.00, 0.47], [3.96, 1.17, 0.94], [4.71, 1.46, -0.38], [3.61, 1.69, -1.31], [1.79, 0.74, 1.04], [4.31, 0.25, 1.41], [4.03, 1.99, 1.65], [5.32, 0.62, -0.70], [5.35, 2.34, -0.30], [3.72, 1.89, -2.29]], "mulliken_spin": [3.339, 0.015, -0.003, 0.002, -0.001, 0.002, -0.001, 0.003, 0.002, -0.083, 0.017, 0.011, 0.001, 0.008, -0.004, 0.014, -0.008, -0.003, 0.000, 0.000, 0.000, 0.000, 0.000, 0.000, 0.000, -0.008, 0.001, -0.010, -0.003, -0.001, 0.007, -0.050, 0.005, 0.006, -0.001, 0.000, -0.004, -0.001, -0.001, -0.001, 0.000, 0.000, 0.000, 0.000, 0.000, 0.000, 0.000, 0.000, 0.000, -0.001, 0.000, 0.000, 0.000, 0.000, 0.000, 0.000, 0.000, 0.000, 0.000, 0.000, 0.000, 0.000, 0.000, 0.000, 0.000, -0.002, 0.000, 0.033, -0.261, 0.016, -0.004, -0.014, -0.001, -0.029, 0.003, 0.015, 0.001, 0.000, 0.002, -0.009, 0.000, 0.000, 0.000, 0.000, -0.001]}